This record from OMol25 describes a molecular structure, C33H44AuN4OS. The level of theory is ωB97M-V/def2-TZVPD.

Last column: Löwdin charge in e.
Positions of all 84 atoms, in Å:
Au: -0.80 -0.88 -0.13  0.908
C: 2.08 -2.60 -2.36  -0.068
C: 3.58 -2.46 -2.08  -0.361
C: 4.18 -3.76 -1.53  -0.053
C: 4.02 -1.21 -1.31  -0.124
C: 5.26 -0.68 -1.68  -0.034
C: 5.73 0.51 -1.16  -0.053
C: 4.92 1.25 -0.31  -0.024
C: 3.67 0.80 0.07  -0.130
C: 2.82 1.70 0.96  -0.361
C: 1.59 2.20 0.21  -0.054
C: 2.47 1.11 2.32  -0.054
C: 3.25 -0.48 -0.38  -0.160
N: 2.05 -0.99 0.14  0.124
C: 2.14 -2.13 0.74  -0.098
C: 1.02 -2.89 1.17  -0.215
C: 1.10 -4.15 1.83  0.020
C: -0.16 -4.61 1.93  0.027
C: -1.04 -3.62 1.31  -0.180
N: -0.30 -2.60 0.87  -0.012
C: -2.52 -3.84 1.19  -0.540
C: -3.32 -2.63 0.71  -0.081
C: -3.06 -4.26 2.57  -0.028
C: -2.71 -5.00 0.20  -0.020
H: 1.95 -3.21 -3.26  0.086
H: 1.60 -1.64 -2.53  0.078
H: 1.55 -3.12 -1.56  0.054
H: 4.05 -2.31 -3.05  0.131
H: 3.72 -4.05 -0.58  0.061
H: 5.25 -3.66 -1.36  0.084
H: 4.01 -4.57 -2.23  0.086
H: 5.85 -1.22 -2.41  0.122
H: 6.70 0.89 -1.45  0.111
H: 5.27 2.20 0.07  0.117
H: 3.45 2.57 1.15  0.128
H: 0.93 1.37 -0.05  0.031
H: 1.86 2.72 -0.70  0.096
H: 1.03 2.89 0.84  0.066
H: 1.78 0.26 2.24  0.051
H: 1.98 1.87 2.93  0.077
H: 3.36 0.77 2.85  0.087
H: 3.12 -2.56 0.97  0.145
H: 2.02 -4.61 2.17  0.127
H: -0.49 -5.54 2.35  0.122
H: -3.21 -1.77 1.37  0.029
H: -4.37 -2.91 0.69  0.097
H: -3.05 -2.33 -0.30  0.063
H: -2.86 -3.49 3.33  0.098
H: -2.62 -5.20 2.92  0.082
H: -4.13 -4.40 2.50  0.096
H: -2.38 -4.71 -0.80  0.095
H: -3.77 -5.25 0.15  0.098
H: -2.16 -5.89 0.50  0.088
C: -3.05 2.85 3.93  -0.066
C: -1.73 3.02 3.20  -0.250
N: -1.91 3.14 1.75  -0.116
C: -2.20 4.50 1.26  -0.192
C: -0.95 5.22 0.78  -0.066
C: -1.84 2.12 0.90  -0.671
S: -1.73 0.53 1.62  0.744
N: -1.97 2.43 -0.39  0.125
C: -1.75 1.69 -1.44  -0.404
O: -1.20 0.54 -1.51  -0.184
C: -2.13 2.27 -2.76  -0.139
C: -2.03 1.50 -3.91  -0.017
C: -2.40 2.04 -5.14  -0.065
C: -2.87 3.34 -5.21  -0.067
C: -2.97 4.12 -4.06  -0.065
C: -2.60 3.58 -2.83  -0.017
H: -2.88 2.80 5.01  0.084
H: -3.54 1.92 3.63  0.065
H: -3.73 3.68 3.73  0.078
H: -1.06 2.18 3.40  0.074
H: -1.22 3.92 3.53  0.125
H: -2.65 5.03 2.10  0.119
H: -2.93 4.43 0.47  0.111
H: -0.20 5.29 1.57  0.077
H: -1.20 6.24 0.47  0.082
H: -0.51 4.70 -0.07  0.064
H: -1.66 0.49 -3.85  0.113
H: -2.33 1.44 -6.03  0.108
H: -3.16 3.76 -6.16  0.109
H: -3.32 5.13 -4.12  0.108
H: -2.66 4.17 -1.93  0.099

As for the molar mass: 741.78 g/mol. Its expectation value of S² is 2.0484. As for the net charge: +1. The spin multiplicity is 3. The calculation puts the orbital gap (spin up / spin down) at 8.27 / 5.59 eV. The total energy is -2111.79143 hartree. The LUMO energy (spin up / spin down) is -0.098 / -0.201 hartree.